12 unconnected molecules or ions with the total composition H24O12 in a non-equilibrium geometry, computed with wB97M-V/def2-TZVPD.

Computed properties:
* E_HOMO: -10.25 eV
* structure (SMILES): O.O.O.O.O.O.O.O.O.O.O.O
* energy above the lowest of the compared OMol25 structures with the same formula, charge and spin: 1.0718 eV
* frontier orbital gap: 10.174 eV
* molecular weight: 216.2 g mol⁻¹
* E: -917.285969 Eh

Geometry as XYZ:
```
36
H24O12 | the OMol25 dataset | wB97M-V/def2-TZVPD
O -0.52047 -3.43203 -0.34283
H -0.13147 -4.35003 -0.33283
H -0.22547 -3.09103 0.52617
O 2.07653 1.35697 1.28117
H 2.66853 0.79797 1.83417
H 2.72353 1.87197 0.82017
O 3.08953 -0.08403 -1.70583
H 3.40953 0.71997 -1.29583
H 2.25353 0.16697 -2.07083
O -1.16547 2.38997 0.85517
H -0.84747 2.63097 -0.02983
H -0.53047 2.79597 1.47417
O -2.25047 -1.15103 0.43417
H -2.30347 -1.53703 1.31417
H -2.67447 -0.27103 0.53717
O 0.75853 2.97397 2.94717
H 0.45853 2.62597 3.76617
H 1.20753 2.25997 2.48217
O -1.51947 -2.26103 -2.61883
H -0.92847 -2.62703 -1.94283
H -2.42347 -2.57203 -2.45583
O 2.60753 -1.84903 0.11717
H 2.75453 -1.14403 -0.52583
H 1.71353 -1.58603 0.31817
O 0.14953 -0.27103 -0.19583
H 0.34853 0.42797 0.40417
H -0.71647 -0.64703 -0.00683
O -1.74047 0.91697 3.37817
H -1.52147 1.07697 2.46917
H -1.99747 1.81497 3.65417
O -2.36647 0.41497 -2.28083
H -1.90847 -0.39903 -2.50783
H -1.85547 1.19297 -2.52483
O 0.69553 0.58297 -2.61983
H 0.33853 0.13897 -1.80483
H 0.37353 0.11497 -3.35083
```



A gas-phase ion, C4H12N3 (charge +1) in a non-equilibrium geometry, computed with wB97M-V/def2-TZVPD.

Computed properties:
* E_HOMO: -12.99 eV
* structure (SMILES): CN[C@@H](C)NC=[NH2+]
* energy above the lowest of the compared OMol25 structures with the same formula, charge and spin: 2.4320 eV
* frontier orbital gap: 9.433 eV
* molecular weight: 102.2 g mol⁻¹
* net charge: +1
* E: -323.588891 Eh

Geometry as XYZ:
```
19
C4H12N3 | the OMol25 dataset | wB97M-V/def2-TZVPD
C 1.84878 -0.61182 1.58196
N 1.54541 0.28528 0.45436
C 0.19146 0.69591 0.49443
C -0.15191 1.91279 -0.42402
N -0.86572 -0.44906 0.12112
C -1.16674 -0.70240 -1.14218
N -1.93103 -1.73293 -1.53435
H 2.86166 -0.48091 1.88558
H 1.23410 -0.60294 2.40922
H 1.97550 -1.54256 1.15569
H 1.92217 0.31551 -0.44438
H -0.29449 1.05028 1.42552
H -1.14495 2.41665 -0.05468
H -0.05070 1.59218 -1.47428
H 0.67299 2.74017 -0.24439
H -1.05672 -0.96829 0.96042
H -0.80924 -0.03888 -1.93978
H -2.46958 -2.11313 -0.77324
H -2.31097 -1.76586 -2.45698
```



2 unconnected molecules or ions with the total composition C3H11BNO3 in a non-equilibrium geometry, computed with wB97M-V/def2-TZVPD.

Computed properties:
* E_HOMO: -12.84 eV
* energy above the lowest of the compared OMol25 structures with the same formula, charge and spin: 3.6334 eV
* frontier orbital gap: 9.597 eV
* molecular weight: 119.9 g mol⁻¹
* net charge: +1
* E: -425.977162 Eh

Geometry as XYZ:
```
19
C3H11BNO3 | the OMol25 dataset | wB97M-V/def2-TZVPD
B -2.23786 -0.14971 -0.01456
C 2.32097 -0.60323 0.03174
C 0.10551 0.10368 -0.70587
C 0.79257 -0.74127 0.35489
N 0.25192 1.58527 -0.42961
O -2.89021 -1.26039 -0.41233
O -2.62901 0.97508 0.53036
O 0.25761 -0.15717 1.58244
H 2.44721 -0.81945 -1.01848
H 3.09185 -1.28290 0.46706
H 2.75182 0.40396 -0.00676
H 0.11559 -0.22609 -1.78000
H 0.34639 -1.69925 0.23345
H -0.54823 1.68285 0.25893
H -0.02531 1.90617 -1.39475
H 1.16344 1.87666 -0.18124
H -2.42813 -1.94776 -0.82566
H -3.39669 1.08665 1.01813
H 0.51058 -0.73309 2.29225
```



A molecular structure, H16HfO8 in a non-equilibrium geometry, computed with wB97M-V/def2-TZVPD.

Computed properties:
* E_HOMO: -29.20 eV
* energy above the lowest of the compared OMol25 structures with the same formula, charge and spin: 0.8741 eV
* frontier orbital gap: 12.605 eV
* molecular weight: 322.6 g mol⁻¹
* net charge: +4
* E: -657.935737 Eh

Geometry as XYZ:
```
25
H16HfO8 | the OMol25 dataset | wB97M-V/def2-TZVPD
Hf 0.05344 -0.01317 0.00949
O 1.95318 -0.34798 1.08621
H 2.29534 0.12012 1.93844
H 2.76313 -0.81653 0.69667
O 0.89798 -1.88742 -0.65808
H 0.56082 -2.36595 -1.44157
H 1.17101 -2.58612 0.00174
O -0.40155 2.00665 -0.61476
H -1.23338 2.23981 -1.09143
H 0.25300 2.68498 -0.96204
O -0.86823 -0.45080 -1.86225
H -0.96345 0.12118 -2.62573
H -1.58969 -1.05543 -2.01569
O -2.18609 0.20852 0.35373
H -2.51788 0.84291 1.01198
H -2.99937 -0.29868 0.13199
O -0.52754 -1.38339 1.44778
H 0.08141 -1.68739 2.18770
H -1.39025 -1.77758 1.53239
O -0.23158 1.16458 1.80425
H -0.11421 2.12544 1.70777
H -0.42487 1.11185 2.74394
O 1.60259 0.56038 -1.41592
H 2.03657 1.36217 -1.67879
H 1.77960 0.12186 -2.28785
```